This record from the Open Molecules 2025 dataset describes a molecular structure, C2H4LiO2Ru in a non-equilibrium geometry. The level of theory is wB97M-V/def2-TZVPD.

Element x y z (Å)
O -0.305 0.052 -0.660
O 2.447 0.635 -0.369
Li 2.965 2.440 -0.403
Ru 1.346 -0.435 -1.475
H -0.881 0.836 1.344
H -2.354 -0.224 -0.378
C -1.408 -0.709 -0.132
C -0.529 -0.074 0.856
H -1.331 -1.787 -0.285
H 0.051 -0.734 1.502

As for the expectation value of S²: 12.01. Its frontier orbital gap (spin up / spin down) is 10.506 / 6.979 eV. As for the spin multiplicity: 7. The charge is +3. For the energy above the lowest of the compared OMol25 structures with the same formula, charge and spin, the calculation gives 21.6 kJ/mol. The value obtained for the molar mass is 168.06 g/mol. For the LUMO energy (spin up / spin down), the calculation gives -15.4 / -19.8 eV.

---

This record from the Open Molecules 2025 dataset describes 2 unconnected molecules or ions with the total composition C3H5NO2. The level of theory is wB97M-V/def2-TZVPD.

Element x y z (Å)
N -0.243 0.182 -1.065
C 0.613 1.156 -1.033
H 0.746 1.849 -1.872
H 1.215 -0.996 0.561
H -0.862 0.047 -1.859
C 0.391 -0.352 0.853
H -1.112 -1.782 0.121
C -0.962 -0.986 0.877
O -1.814 -0.679 1.675
O 1.312 1.280 -0.002
H 0.568 0.264 1.730

Its frontier orbital gap is 9.593 eV. As for the spin multiplicity: 1. For the energy above the lowest of the compared OMol25 structures with the same formula, charge and spin, the calculation gives 377.5 kJ/mol. The value obtained for the molar mass is 87.08 g/mol. For the LUMO energy, the calculation gives -0.5 eV.

---

This record from the Open Molecules 2025 dataset describes 2 unconnected molecules or ions with the total composition C2H2N5S in a non-equilibrium geometry. The level of theory is wB97M-V/def2-TZVPD.

Element x y z (Å)
N -2.764 -1.727 0.565
C 0.957 -1.723 0.202
H -1.477 0.793 -0.898
S 1.298 -3.044 -0.595
N 1.250 -0.567 0.538
N -1.916 0.020 -0.359
N -3.680 -0.707 0.564
C -1.703 -1.331 -0.091
H 0.549 -0.092 1.153
N -3.144 0.312 -0.005

Its frontier orbital gap is 7.136 eV. As for the spin multiplicity: 1. The charge is -1. The value obtained for the molar mass is 128.14 g/mol. For the LUMO energy, the calculation gives 3.4 eV.

---

Respective electronic energy values: -329.92799; -322.43055; -749.32253 a.u..